The following is a DFT calculation (wB97M-V/def2-TZVPD) of a 2-piece molecular cluster, CH5INP overall in a non-equilibrium geometry.

The total energy is -19997.07638 eV. The net charge is 0. The LUMO energy is -0.614 eV. Its structure (SMILES) is [H]/N=P/I.C. For the molecular weight, the calculation gives 188.94 g mol⁻¹. For the HOMO energy, the calculation gives -9.31 eV.

Geometry (Å):
I -4.7853 -1.4168 -0.0470
P -2.7290 -0.2836 0.2879
N -2.7706 0.9190 -0.6883
C 2.4276 -0.1796 0.2449
H -2.1119 1.7565 -0.7152
H 2.7754 0.5147 -0.4566
H 2.7335 0.1925 1.1928
H 3.0582 -1.0984 0.1582
H 1.4021 -0.4043 0.0233

These are the Mulliken partial charges, in e, on atoms 1 to 4: number 1, I, carries -0.0628; number 2, P, carries 0.2277; number 3, N, carries -0.4364; number 4, C, carries -0.9343